Entry 1:
The following is a DFT calculation (ωB97M-V with the def2-TZVPD basis set) of a cluster of 9 separate species, C40H45Cl2F5O3 in total at a distorted geometry.

Structure (SMILES) ... Fc1ccccc1.Fc1ccccc1.Fc1ccccc1.Fc1ccccc1.Fc1ccccc1.CC(C)=O.CC(C)=O.CC(C)=O.ClCCl
Kohn-Sham gap ... 9.574 eV
Charge ... 0

Each line ends with the Löwdin charge.
Cartesian coordinates (Å):
F  -11.061  -17.746  -5.537  0.03
C  -12.243  -18.307  -5.140  -0.28
C  -12.453  -19.670  -5.059  -0.03
C  -13.740  -20.209  -4.893  -0.07
C  -14.801  -19.294  -4.651  -0.09
C  -14.549  -17.900  -4.591  -0.07
C  -13.263  -17.382  -4.969  -0.01
H  -11.631  -20.371  -5.081  0.11
H  -13.886  -21.257  -5.112  0.10
H  -15.802  -19.670  -4.505  0.09
H  -15.346  -17.201  -4.388  0.09
H  -13.174  -16.309  -5.059  0.11
F  -18.075  -21.372  3.670  0.04
C  -17.790  -22.249  2.662  -0.28
C  -18.104  -21.849  1.399  -0.02
C  -17.839  -22.729  0.362  -0.08
C  -17.280  -23.972  0.605  -0.10
C  -17.079  -24.439  1.910  -0.07
C  -17.433  -23.561  2.956  -0.01
H  -18.439  -20.829  1.282  0.12
H  -18.100  -22.499  -0.660  0.10
H  -16.971  -24.625  -0.197  0.10
H  -16.748  -25.434  2.165  0.10
H  -17.288  -23.784  4.003  0.11
F  -14.131  -27.990  -9.133  0.06
C  -13.988  -29.130  -8.430  -0.27
C  -13.525  -29.035  -7.096  -0.03
C  -13.387  -30.120  -6.296  -0.10
C  -13.778  -31.376  -6.755  -0.08
C  -14.260  -31.504  -8.071  -0.07
C  -14.296  -30.376  -8.897  -0.04
H  -13.233  -28.065  -6.721  0.11
H  -12.915  -29.836  -5.367  0.11
H  -13.720  -32.257  -6.132  0.10
H  -14.596  -32.427  -8.521  0.10
H  -14.685  -30.507  -9.896  0.11
F  -17.858  -15.091  -10.887  0.09
C  -17.312  -16.262  -10.623  -0.31
C  -18.100  -17.423  -10.515  0.01
C  -17.506  -18.717  -10.434  -0.08
C  -16.172  -18.777  -10.334  -0.15
C  -15.343  -17.684  -10.324  -0.07
C  -15.954  -16.419  -10.436  -0.02
H  -19.154  -17.199  -10.586  0.11
H  -18.012  -19.671  -10.411  0.11
H  -15.741  -19.749  -10.145  0.10
H  -14.280  -17.728  -10.136  0.10
H  -15.332  -15.537  -10.402  0.11
F  -18.157  -10.774  -4.443  0.07
C  -17.136  -10.536  -5.270  -0.28
C  -15.812  -10.885  -4.926  -0.01
C  -14.780  -10.562  -5.832  -0.08
C  -15.085  -9.984  -7.081  -0.08
C  -16.442  -9.853  -7.419  -0.10
C  -17.450  -10.071  -6.531  -0.03
H  -15.627  -11.312  -3.952  0.11
H  -13.772  -10.821  -5.542  0.10
H  -14.266  -9.699  -7.725  0.10
H  -16.653  -9.389  -8.371  0.10
H  -18.435  -9.825  -6.898  0.12
C  -11.562  -22.143  -13.278  -0.04
C  -10.095  -22.040  -12.855  -0.47
C  -9.951  -22.111  -11.327  -0.03
O  -9.181  -22.035  -13.677  0.05
H  -11.555  -22.238  -14.364  0.08
H  -12.211  -21.334  -12.942  0.08
H  -11.978  -23.076  -12.899  0.08
H  -8.879  -22.290  -11.243  0.08
H  -10.575  -22.877  -10.868  0.08
H  -10.212  -21.159  -10.864  0.08
C  -19.141  -27.660  -5.755  -0.03
C  -19.226  -26.180  -5.550  -0.47
C  -20.512  -25.633  -4.983  -0.03
O  -18.278  -25.420  -5.829  0.03
H  -20.079  -28.191  -5.598  0.07
H  -18.404  -28.202  -5.163  0.09
H  -18.821  -27.813  -6.786  0.09
H  -21.019  -26.388  -4.382  0.07
H  -21.163  -25.308  -5.795  0.09
H  -20.403  -24.813  -4.273  0.08
C  -6.190  -26.285  -2.327  -0.03
C  -7.550  -25.717  -2.015  -0.50
C  -8.221  -25.970  -0.681  -0.02
O  -8.034  -25.006  -2.866  0.06
H  -5.746  -26.021  -3.287  0.08
H  -6.165  -27.374  -2.331  0.08
H  -5.486  -25.859  -1.612  0.08
H  -7.726  -25.418  0.118  0.09
H  -8.230  -27.057  -0.609  0.08
H  -9.230  -25.567  -0.777  0.08
Cl  -4.090  -14.370  -8.042  0.46
C  -5.037  -13.032  -7.279  -0.96
Cl  -4.967  -11.516  -8.281  0.46
H  -6.025  -13.444  -7.079  0.03
H  -4.531  -12.813  -6.338  0.02

Entry 2:
The following is a DFT calculation (ωB97M-V with the def2-TZVPD basis set) of a cluster of 5 separate species, C2H14NO4 in total at a distorted geometry.

ΔE to the lowest compared entry with this formula, charge and spin ... 107.3 kJ/mol
Kohn-Sham gap ... 11.261 eV
Charge ... +1

Each line ends with the natural charge from an NBO analysis.
Cartesian coordinates (Å):
C  -0.253  -1.600  0.218  -0.49
C  -1.670  0.242  -0.597  0.11
N  -0.774  -0.218  0.168  -0.40
H  -0.010  -1.814  -0.832  0.26
H  -0.950  -2.389  0.546  0.24
H  0.615  -1.547  0.897  0.27
H  -2.255  -0.196  -1.398  0.23
H  -1.806  1.333  -0.479  0.23
H  -0.357  0.467  0.841  0.48
H  1.447  1.337  -0.524  0.47
H  1.631  2.855  -0.804  0.49
O  1.133  2.217  -0.284  -0.96
H  -0.776  -2.875  -3.282  0.48
H  0.293  -1.972  -3.707  0.48
O  -0.250  -2.146  -2.924  -0.96
H  -1.872  2.358  1.885  0.49
H  -0.383  2.680  1.934  0.51
O  -1.013  2.019  1.620  -0.97
H  2.466  -1.175  2.605  0.49
H  2.935  -0.554  1.383  0.48
O  2.096  -0.687  1.854  -0.95

no.,HOMO (eV)
1,-9.21
2,-15.05